Computed, not measured: CH6N2O2S in the gas phase in a non-equilibrium geometry, with wB97M-V/def2-TZVPD.

## Properties
M: 110.14 g/mol
Highest occupied orbital energy: -9.772 eV
Energy relative to the best compared isomer or geometry (same formula, charge and spin): 19.6 kcal per mole
2S+1: 1
Frontier orbital gap: 10.483 eV
Total charge: 0

Geometry as XYZ:
```
12
Properties=species:S:1:pos:R:3:nbo_charge:R:1
C 0.55134 -0.53662 -0.74569 0.070
N 1.88530 -0.17750 -0.58491 -0.828
N -2.19876 0.08122 1.00459 -1.087
O -0.89460 -1.44585 2.62606 -0.934
O -0.03027 -1.23071 0.39660 -0.741
S -0.60681 -0.40273 1.65659 1.635
H 2.63171 -0.84368 -0.30791 0.371
H 0.07822 0.54616 -0.74345 0.171
H 0.19429 -1.00336 -1.68443 0.207
H 1.87091 0.43560 0.19419 0.353
H -2.54739 0.96391 1.61121 0.387
H -2.93131 -0.65653 0.98082 0.395
```

=====

Computed, not measured: 2 unconnected molecules or ions with the total composition CH6N2P in a non-equilibrium geometry, with wB97M-V/def2-TZVPD.

## Properties
M: 77.05 g/mol
Highest occupied orbital energy: -15.623 eV
Energy relative to the best compared isomer or geometry (same formula, charge and spin): 53.0 kcal per mole
2S+1: 1
Frontier orbital gap: 11.359 eV
Total charge: +1

Geometry as XYZ:
```
10
Properties=species:S:1:pos:R:3:nbo_charge:R:1
C 0.12038 0.55439 -1.79852 0.216
N -0.90193 -0.75571 1.49376 -1.093
N 0.11226 0.58737 -2.95496 -0.587
P 0.51775 0.05124 0.97870 0.982
H -1.64716 -0.59271 0.83930 0.416
H -1.16478 -0.61136 2.50246 0.445
H 0.06580 0.35787 -3.89767 0.462
H 0.93025 0.38167 2.27425 0.024
H 1.43376 -0.96323 0.62250 0.030
H 0.53367 0.99047 -0.05983 0.105
```